The following is a quantum chemistry calculation of an isolated molecule of C5H8N4, from the Open Molecules 2025 dataset.

Values from the calculation:
<S²> ... 2.016
ΔE to the lowest compared entry with this formula, charge and spin ... 0.0 kcal per mole
Multiplicity ... 3
DFT total energy ... -414.14589 Ha
HOMO (spin up / spin down) ... -5.724 / -8.455 eV

The geometry in XYZ format:
```
17
Properties=species:S:1:pos:R:3:forces:R:3:mulliken_spin:R:1
C -0.39320 0.10248 0.23789 0.5 -3.9 -0.6 0.4399
C 0.68544 -0.37755 -0.47832 0.2 -0.8 0.7 0.0367
C 2.21781 -1.34731 -1.62374 2.0 -1.1 -0.5 0.0587
C -1.48312 -0.81394 0.65245 -2.2 -1.5 1.5 -0.0106
C -0.90342 2.32747 1.02342 -0.6 0.9 0.7 0.0435
N 2.37430 -0.07504 -1.69172 2.8 0.9 -1.9 0.0072
N -0.18283 1.36890 0.30318 -2.6 3.0 0.6 0.9181
N 1.47850 0.55593 -0.96295 -0.5 -0.1 -0.4 0.2756
N 1.19990 -1.59949 -0.76134 -0.3 -0.1 -0.7 0.0684
H 2.94623 -2.09774 -2.09078 -1.6 1.2 0.9 0.0020
H -1.24617 -1.95858 0.50770 0.2 2.3 0.6 0.0035
H -1.82077 -0.63742 1.76047 0.6 -0.5 -1.9 0.0269
H -2.44398 -0.80116 0.05496 0.8 0.7 0.4 0.0415
H -0.49839 2.33613 2.06356 -1.0 0.2 -0.3 0.0076
H -0.77190 3.32530 0.61364 0.3 0.2 -0.1 0.0254
H -2.05882 2.19229 0.92169 1.9 -0.3 0.4 0.0615
H 0.90042 -2.50029 -0.53011 -0.8 -1.0 0.5 -0.0060
```
Positions in Å, forces in eV/Å.

The following is a quantum chemistry calculation of an isolated molecule of C5H8N4O, from the Open Molecules 2025 dataset.

Values from the calculation:
Structure (SMILES) ... [H]/N=C(\O)Cc1cnn(C)n1
ΔE to the lowest compared entry with this formula, charge and spin ... 41.8 kcal per mole
Multiplicity ... 1
DFT total energy ... -489.56234 Ha
HOMO ... -9.566 eV

The geometry in XYZ format:
```
18
Properties=species:S:1:pos:R:3:forces:R:3:nbo_charge:R:1
H -1.86585 -1.86393 -0.99014 1.4 -0.1 0.5 0.3537
N -0.88575 -1.70362 -0.62244 -0.9 -0.1 0.3 -0.6629
C -0.94436 -0.66312 0.09299 -1.0 0.6 -2.1 0.5564
O -2.17863 -0.01509 0.15498 0.7 0.0 0.6 -0.7035
C 0.23966 0.12100 0.59957 0.0 0.0 0.7 -0.5156
C 1.54052 -0.34534 0.04363 0.4 -0.3 -0.2 0.0916
C 2.44938 -1.29918 0.52541 0.0 0.2 0.0 -0.0913
N 3.44656 -1.39977 -0.35205 0.0 -0.5 0.1 -0.2352
N 3.12096 -0.56988 -1.31850 -0.1 0.1 0.4 0.0158
C 3.88641 -0.44560 -2.54031 0.2 0.1 -0.2 -0.4095
N 2.00465 0.09728 -1.12518 -0.4 0.1 0.0 -0.2412
H -2.07056 0.89022 0.47206 0.0 -0.1 0.1 0.4769
H 0.24625 0.05257 1.69796 0.1 0.1 -0.2 0.2405
H 0.10717 1.18705 0.35870 -0.1 -0.3 0.0 0.2375
H 2.41632 -1.89781 1.43077 0.1 0.2 -0.3 0.2188
H 4.87952 -0.86912 -2.36520 -0.3 0.1 0.0 0.2304
H 3.38505 -0.98494 -3.35391 0.1 0.1 0.2 0.2164
H 3.97279 0.61495 -2.80018 0.0 -0.3 0.1 0.2213
```
Positions in Å, forces in eV/Å.

The following is a quantum chemistry calculation of a cluster of 2 separate species, C5H8N4O in total, from the Open Molecules 2025 dataset.

Values from the calculation:
Structure (SMILES) ... C[C@@H]1C=C1n1ncnn1.O
ΔE to the lowest compared entry with this formula, charge and spin ... 135.3 kcal per mole
Multiplicity ... 1
DFT total energy ... -489.41328 Ha
HOMO ... -9.089 eV

The geometry in XYZ format:
```
18
Properties=species:S:1:pos:R:3:forces:R:3:nbo_charge:R:1
C 2.38597 -1.15551 1.12814 0.5 2.4 0.5 -0.6469
C 1.29052 -0.91516 0.06874 -0.2 -2.2 1.1 -0.1968
C 0.85692 0.44139 -0.34616 0.7 -0.4 0.3 -0.1245
C -0.03052 -0.26080 0.24033 1.9 -0.1 -0.3 0.1400
N -1.32510 -0.15670 0.55755 0.8 -0.2 0.3 0.0004
N -2.01091 -0.90124 1.33435 -1.0 -1.6 1.5 -0.2440
C -3.15177 -0.22328 1.40151 0.9 -1.4 0.4 0.0974
N -3.10150 0.86157 0.66700 -0.7 1.6 -0.5 -0.2669
N -1.90277 0.90223 0.15690 -1.9 2.2 -1.0 -0.0283
H 2.58000 -2.09077 1.61655 -0.3 -1.0 -0.6 0.2242
H 2.35131 -0.49429 2.02578 -0.7 0.0 -0.7 0.2095
H 3.31038 -0.77113 0.65557 -0.1 -0.7 0.1 0.2111
H 1.19198 -1.75243 -0.61864 0.7 0.1 -0.5 0.1822
H 1.28965 1.34978 -0.60327 0.2 1.3 -0.8 0.2313
H -3.92294 -0.59435 2.01769 -0.9 0.0 0.3 0.2081
O 0.12352 1.72056 -3.10151 -1.9 -1.4 1.3 -0.9247
H -0.66891 1.83468 -3.62635 -0.5 -0.1 0.1 0.4693
H 0.73418 2.20545 -3.57419 2.4 1.6 -1.5 0.4587
```
Positions in Å, forces in eV/Å.

The following is a quantum chemistry calculation of an isolated molecule of C5H8N4S, from the Open Molecules 2025 dataset.

Values from the calculation:
Structure (SMILES) ... CNC(=S)c1[nH]cnc1N
ΔE to the lowest compared entry with this formula, charge and spin ... 99.3 kcal per mole
Multiplicity ... 1
DFT total energy ... -812.42720 Ha
HOMO ... -8.473 eV

The geometry in XYZ format:
```
18
Properties=species:S:1:pos:R:3:forces:R:3:nbo_charge:R:1
C 2.57796 1.47570 -0.02522 2.4 -2.3 -2.9 -0.4176
N 1.43667 0.57320 0.01954 1.4 3.5 -1.5 -0.5561
C 0.25358 0.94904 -0.42927 -1.7 0.1 0.7 0.1501
S -0.13708 2.54728 -0.81578 0.3 -1.0 -0.4 -0.2332
C -0.80959 -0.08830 -0.34393 -0.6 5.8 -3.4 -0.0496
N -2.08945 0.03220 -0.93727 -0.2 4.9 -2.5 -0.4936
C -2.83197 -1.04353 -0.63377 10.2 0.1 4.1 0.2108
N -2.06096 -1.83499 0.20427 -2.1 1.3 -1.5 -0.4907
C -0.87894 -1.14745 0.34821 0.4 -8.1 3.7 0.2755
N 0.17586 -1.83649 1.13819 -1.8 -0.1 2.6 -0.8885
H 3.47233 0.91666 0.48599 -1.2 0.3 -2.0 0.1981
H 2.58133 2.17777 0.68041 -1.1 3.7 2.5 0.1988
H 2.76635 1.97813 -1.09681 -0.3 -1.5 2.5 0.2308
H 1.71928 -0.19135 0.51767 -0.7 -3.2 1.0 0.4345
H -2.40092 1.08095 -1.50267 1.4 -4.3 2.3 0.4644
H -3.74531 -1.09751 -0.83894 -7.4 -1.0 -1.8 0.1775
H 0.08470 -2.93695 0.93941 -0.1 3.4 1.1 0.4058
H -0.11386 -1.55437 2.28997 1.1 -1.7 -4.4 0.3830
```
Positions in Å, forces in eV/Å.

The following is a quantum chemistry calculation of the ion C5H8N5 with charge +1, from the Open Molecules 2025 dataset.

Values from the calculation:
Structure (SMILES) ... N[C@@H]1[NH+]=CNc2[nH]ncc21
ΔE to the lowest compared entry with this formula, charge and spin ... 9.5 kcal per mole
Multiplicity ... 1
DFT total energy ... -468.82078 Ha
Total charge ... +1
HOMO ... -13.077 eV

The geometry in XYZ format:
```
18
Properties=species:S:1:pos:R:3:forces:R:3:nbo_charge:R:1
N 0.26912 -1.57092 -1.49072 -1.4 0.9 1.7 -0.8379
C 0.68972 -0.33441 -0.99399 2.9 1.5 -1.9 0.1138
N 1.63647 -0.69910 0.11981 1.1 0.5 -0.4 -0.4962
C 1.36310 -0.56089 1.39094 -0.9 -1.7 -0.2 0.3784
N 0.19344 -0.02346 1.77254 1.0 0.0 0.6 -0.5196
C -0.60776 0.63753 0.88560 1.1 -0.3 -1.3 0.3256
N -1.72419 1.32177 1.11445 -0.6 1.1 -2.3 -0.3697
N -2.19436 1.83977 -0.11292 0.7 -1.2 0.6 -0.2130
C -1.38114 1.34724 -1.01501 1.0 0.1 -2.0 0.0173
C -0.24444 0.61498 -0.45375 -4.4 1.4 1.0 -0.2407
H -0.70575 -1.80989 -1.47918 0.0 -0.1 -0.4 0.4148
H 0.85668 -1.78760 -2.20916 0.8 -1.6 -2.7 0.3874
H 1.40487 0.22980 -1.83037 -1.7 -1.4 2.0 0.2057
H 2.39753 -1.23110 -0.36337 -0.4 0.5 2.0 0.4581
H 1.87149 -1.12078 2.19146 0.3 0.6 -0.7 0.2502
H -0.08729 -0.10002 2.71929 0.1 0.0 1.0 0.4387
H -2.19167 1.73572 1.89757 0.3 -0.3 0.6 0.4446
H -1.54584 1.51137 -2.14319 0.1 0.0 2.2 0.2425
```
Positions in Å, forces in eV/Å.

The following is a quantum chemistry calculation of a cluster of 2 separate species, C5H8N6 in total, from the Open Molecules 2025 dataset.

Values from the calculation:
Structure (SMILES) ... C=C/C=N/N.c1cnnnn1
ΔE to the lowest compared entry with this formula, charge and spin ... 51.5 kcal per mole
Multiplicity ... 1
DFT total energy ... -523.69016 Ha
HOMO ... -8.171 eV

The geometry in XYZ format:
```
19
Properties=species:S:1:pos:R:3:forces:R:3:nbo_charge:R:1
C 2.45742 -2.93855 0.13477 0.0 0.1 0.0 -0.3919
C 1.58806 -1.94840 -0.07744 0.2 -0.1 0.0 -0.2139
C 0.18526 -2.17281 -0.42539 0.2 -0.1 0.1 -0.0240
N -0.59466 -1.18660 -0.60802 0.0 -0.1 -0.1 -0.2003
N -1.87770 -1.44943 -0.99395 -1.0 -0.4 0.6 -0.6319
H 3.49567 -2.75018 0.39490 -0.2 0.0 -0.1 0.2005
H 2.16152 -3.98275 0.05813 0.0 0.1 0.0 0.1895
H 1.89820 -0.90394 0.00524 -0.1 -0.3 0.0 0.2113
H -0.15668 -3.21499 -0.51981 0.0 0.2 0.0 0.1448
H -2.24775 -2.37078 -0.65663 0.4 1.1 -0.4 0.3340
H -2.50250 -0.67303 -0.71839 0.7 -0.7 -0.2 0.3807
C -0.06425 3.66000 0.04585 -0.7 -0.9 -0.2 -0.0013
C -0.45769 3.23914 1.31513 0.3 0.4 -0.3 -0.0001
N -1.15321 2.13676 1.45919 -0.2 -0.2 -0.1 -0.1947
N -1.47384 1.45013 0.37186 -0.1 0.2 0.0 -0.0283
N -1.11301 1.83598 -0.81722 0.0 0.1 0.0 -0.0127
N -0.40553 2.94075 -1.01467 0.0 0.0 0.5 -0.1906
H 0.48017 4.54771 -0.17493 0.4 0.6 0.1 0.2150
H -0.21946 3.78100 2.22138 0.0 0.0 0.0 0.2139
```
Positions in Å, forces in eV/Å.

The following is a quantum chemistry calculation of a cluster of 2 separate species, C5H8N6O4 in total, from the Open Molecules 2025 dataset.

Values from the calculation:
Structure (SMILES) ... NC1=N[C@@]2(O)O[C@](N)(N=C2N)N1.O=C=O
ΔE to the lowest compared entry with this formula, charge and spin ... 0.0 kcal per mole
Multiplicity ... 1
DFT total energy ... -824.87456 Ha
HOMO ... -8.727 eV

The geometry in XYZ format:
```
23
Properties=species:S:1:pos:R:3:forces:R:3:nbo_charge:R:1
N 0.84035 -1.60886 2.19408 -0.5 -1.1 -0.2 -0.8181
C 0.25096 -0.80056 1.28176 1.7 1.1 -0.5 0.6109
N 0.33013 0.52554 1.39855 -1.4 -2.4 -0.4 -0.6355
C -0.20021 1.13436 0.19952 -0.6 -0.6 0.3 0.5546
O 0.01467 2.45573 0.22777 0.6 2.1 -0.1 -0.7066
O 0.35742 0.47958 -0.90725 -0.9 -1.4 -1.4 -0.5715
C -0.57913 -0.73710 -1.00367 1.0 0.9 1.9 0.6598
N -0.44294 -1.51877 -2.17610 -0.7 1.0 -0.4 -0.8113
N -1.87741 -0.20895 -0.68504 -1.1 -1.9 -2.2 -0.5472
C -1.71929 0.87273 -0.08922 2.7 1.2 1.1 0.4269
N -2.58863 1.74444 0.38860 0.2 -0.4 0.6 -0.7703
N -0.10733 -1.51525 0.15206 -0.3 -2.0 0.1 -0.6789
H 0.99775 -2.56594 1.79157 0.4 1.6 1.7 0.3987
H 1.23082 -1.16678 3.02540 0.0 -0.8 -0.5 0.4238
H 0.64926 2.71233 0.92038 -0.2 -0.6 -0.4 0.5013
H -0.70279 -0.99769 -3.01114 -1.1 0.2 0.4 0.3795
H 0.51640 -1.57530 -2.40488 1.7 -0.7 0.5 0.3751
H -2.39430 2.69297 0.47222 1.2 1.5 0.3 0.4050
H -3.53080 1.59769 0.32090 -2.7 -0.9 -0.4 0.3841
H -0.23853 -2.59657 0.22091 0.1 3.1 -0.4 0.4182
O 2.96506 1.46411 -0.55733 0.3 3.4 0.3 -0.5023
C 3.09932 0.37102 -0.81076 -0.9 -0.6 0.6 1.0382
O 3.12921 -0.75875 -0.94830 0.6 -2.7 -0.9 -0.5343
```
Positions in Å, forces in eV/Å.